CH4NOS | ωB97M-V/def2-TZVPD

CARTESIAN COORDINATES (ANGSTROEM)
S1 1.79837 0.45834 -2.01986
H1 1.72235 1.78249 -2.05131
C1 -0.53737 -0.83135 1.09809
N1 -0.52956 0.26173 0.27744
O1 -1.52677 -1.51977 1.29088
H2 0.33938 -0.93317 1.74385
H3 -1.51007 0.40151 0.07127
H4 0.24367 0.38022 -0.41036

Its charge is -1.

Results of the natural (NBO) charge analysis, in e, for atoms 1 through 5:
1 S -1.003
2 H 0.089
3 C 0.532
4 N -0.877
5 O -0.656

=====

C10H10OP2 | ωB97M-V/def2-TZVPD

CARTESIAN COORDINATES (ANGSTROEM)
C1 -2.66874 1.68885 0.66753
C2 -1.98072 0.85574 1.48145
C3 -2.55660 1.78010 -0.74233
C4 -0.90609 0.17001 0.91284
C5 -1.51898 1.10924 -1.28363
C6 -0.69828 0.41494 -0.43814
C7 2.47445 -1.43863 0.76472
C8 1.82118 -2.52323 0.14593
C9 2.08955 -0.20552 0.29509
C10 0.97021 -2.20671 -1.04653
O1 1.35311 0.44907 -2.26182
P1 2.88254 1.78991 1.29959
P2 0.91085 -0.23067 -1.02997
H1 -3.51907 2.23409 1.03277
H2 -2.19093 0.97462 2.53968
H3 -3.17542 2.46624 -1.30990
H4 -0.34588 -0.57478 1.56482
H5 -1.31920 1.10787 -2.39450
H6 2.90584 -1.34715 1.72292
H7 2.07807 -3.54983 0.53351
H8 1.59497 -2.43810 -1.90366
H9 -0.01174 -2.85301 -1.03910
H10 1.81090 2.32695 0.48874

Its charge is 0.

Results of the natural (NBO) charge analysis, in e, for atoms 1 through 5:
1 C -0.189
2 C -0.230
3 C -0.204
4 C -0.184
5 C -0.187

=====

C11H16CeCl3F3O | ωB97M-V/def2-TZVPD

CARTESIAN COORDINATES (ANGSTROEM)
C1 -1.35568 -0.73699 0.38248
C2 -0.39194 -1.77621 0.21892
C3 0.38924 -1.49539 -0.92679
C4 -0.32182 -3.01084 1.02436
C5 -0.10206 -0.29323 -1.52506
C6 -1.20808 0.17090 -0.73046
C7 -2.14284 1.25957 -1.08426
C8 -2.42827 -0.74368 1.40096
C9 1.49090 -2.35949 -1.41278
C10 0.39744 0.28966 -2.78581
Ce1 0.66895 1.09460 0.94657
Cl1 1.92535 -0.79205 2.42954
Cl2 -0.66209 1.55960 3.21027
Cl3 2.83240 1.00333 -0.59625
H1 -0.67132 -2.85282 2.04381
H2 0.68535 -3.42017 1.08554
H3 -0.95978 -3.79483 0.58553
H4 2.16280 -2.63746 -0.58421
H5 2.10828 -1.85542 -2.16060
H6 1.11851 -3.29573 -1.85645
H7 1.49117 0.27349 -2.80518
H8 0.08899 1.33167 -2.87561
H9 0.02610 -0.25987 -3.66180
H10 -1.63006 2.02680 -1.67215
H11 -2.53388 1.75289 -0.18782
H12 -2.99854 0.88928 -1.66865
H13 -2.04231 -0.99949 2.39385
H14 -3.20570 -1.47470 1.15363
H15 -2.90421 0.23069 1.49874
O1 -0.33848 2.80758 0.30365
H16 -0.91438 3.29736 0.91202
F1 2.13287 4.08233 2.56194
C11 2.58903 3.17386 1.65862
F2 2.94530 3.88227 0.53456
F3 3.75876 2.67246 2.18890

Its charge is -2.

Results of the Löwdin charge analysis, in e, for atoms 1 through 5:
1 C -0.327
2 C -0.293
3 C -0.266
4 C -0.081
5 C -0.302

=====

C12H27BCsN4OV | ωB97M-V/def2-TZVPD

CARTESIAN COORDINATES (ANGSTROEM)
N1 0.02622 1.20709 -1.43534
C1 -0.71066 2.16327 -1.67391
O1 -1.41431 3.08376 -1.91822
Cs1 2.56582 -1.57255 -2.24801
V1 0.30298 -0.12098 -0.05479
N2 1.94527 0.23951 0.79874
N3 0.26548 -1.72401 -1.07867
C2 2.30038 1.58609 1.33193
C3 -0.66522 -2.18261 -2.18192
C4 3.23090 2.28712 0.34056
C5 2.99338 1.50635 2.69481
C6 1.03762 2.42223 1.50867
C7 -0.29964 -3.61509 -2.60722
C8 -2.10620 -2.15492 -1.66308
C9 -0.50590 -1.24446 -3.38768
H1 4.18501 1.75426 0.23304
H2 3.44596 3.30409 0.69954
H3 2.76511 2.36728 -0.65246
H4 2.39501 0.92147 3.40605
H5 3.09933 2.52152 3.10325
H6 4.00192 1.08001 2.63628
H7 0.51782 2.59665 0.55909
H8 1.33267 3.39662 1.92106
H9 0.34474 1.94651 2.21602
H10 0.69115 -3.68408 -3.09932
H11 -1.04351 -3.96610 -3.33960
H12 -0.31219 -4.31180 -1.75431
H13 -2.24267 -2.87826 -0.84749
H14 -2.79101 -2.43386 -2.47791
H15 -2.38712 -1.15844 -1.29340
H16 -0.41573 -0.18685 -3.10004
H17 -1.40367 -1.33834 -4.01471
H18 0.34023 -1.52596 -4.04603
C10 0.31547 -2.56039 0.13103
H19 0.33522 -1.91684 1.04334
H20 -0.55611 -3.23463 0.22639
H21 1.21146 -3.21656 0.16014
C11 3.03384 -0.75724 0.92143
H22 3.46990 -0.72469 1.93099
H23 2.67597 -1.79912 0.80868
H24 3.87055 -0.57455 0.21084
B1 -3.61100 1.24747 1.69677
C12 -2.30223 0.66098 1.21893
N4 -1.27417 0.24014 0.81682
H25 -4.16233 0.38613 2.35679
H26 -4.22830 1.53271 0.68241
H27 -3.31897 2.23512 2.35185

Its charge is +2.

Results of the Löwdin charge analysis, in e, for atoms 1 through 5:
1 N 0.008
2 C -0.343
3 O 0.227
4 Cs 1.336
5 V 0.904

=====

C18H42F2N2O7SSi | ωB97M-V/def2-TZVPD

CARTESIAN COORDINATES (ANGSTROEM)
O1 -0.15217 -0.19882 0.35099
C1 0.10135 -0.19584 -0.87103
F1 0.96796 -1.19896 -1.40827
N1 -0.45350 0.81782 -1.81656
C2 -1.92008 0.46550 -1.88369
O2 -2.22844 -0.38926 -2.75568
Si1 -3.23606 1.29979 -0.75605
F2 -4.02956 2.57850 -1.63906
N2 -4.42048 0.16182 -0.04727
C3 -5.23733 -0.21363 -1.01003
S1 -6.07151 -1.26482 -1.99990
H1 -0.31738 1.73857 -1.36337
H2 -2.55626 1.93611 0.39276
C4 -7.37014 -2.07871 2.81041
C5 -7.37863 -0.82952 1.94346
C6 -8.24281 0.26263 2.55406
O3 -7.87347 -1.15633 0.64612
H3 -8.37962 -2.49057 2.91190
H4 -6.75464 -2.85865 2.35370
H5 -6.97917 -1.86407 3.80850
H6 -6.35633 -0.46220 1.81828
H7 -9.28252 -0.06811 2.64662
H8 -8.24886 1.14977 1.91497
H9 -7.87798 0.54745 3.54441
H10 -8.77801 -1.48267 0.74561
C7 2.17789 5.12776 -3.38131
C8 1.54935 4.52262 -2.13648
C9 2.60011 4.19333 -1.08912
O4 0.84612 3.33194 -2.49097
H11 2.88077 4.42720 -3.84360
H12 1.41203 5.34792 -4.12996
H13 2.71145 6.05182 -3.14457
H14 0.81851 5.22030 -1.71796
H15 3.31590 3.46068 -1.47316
H16 2.13479 3.74804 -0.20455
H17 3.14738 5.08878 -0.78280
H18 1.48526 2.70707 -2.86304
C10 5.55248 -0.61180 -1.86253
C11 5.52870 0.89483 -2.06381
C12 6.48109 1.59644 -1.10852
O5 4.20329 1.38039 -1.85320
H19 5.23785 -0.87484 -0.84842
H20 4.85510 -1.10219 -2.54754
H21 6.55325 -1.01683 -2.03314
H22 5.80212 1.13226 -3.09573
H23 6.19795 1.40892 -0.06798
H24 6.44487 2.67959 -1.25653
H25 7.50960 1.25736 -1.25670
H26 3.95238 1.17477 -0.94204
C13 6.09211 -1.50188 3.77164
C14 6.07647 -0.25398 2.90315
C15 5.20371 0.83285 3.51098
O6 5.58583 -0.58567 1.60502
H27 5.08541 -1.92044 3.87199
H28 6.71358 -2.27814 3.31721
H29 6.47987 -1.28325 4.76991
H30 7.09646 0.12027 2.77913
H31 4.16623 0.49498 3.60222
H32 5.19251 1.71936 2.87082
H33 5.56484 1.12134 4.50145
H34 4.68301 -0.91824 1.70368
C16 -2.50637 -3.52847 -1.35477
C17 -3.54443 -3.85215 -0.29210
C18 -3.14332 -5.07366 0.52000
O7 -4.80430 -4.09080 -0.91700
H35 -2.39778 -4.35881 -2.06036
H36 -2.81286 -2.65608 -1.93781
H37 -1.53103 -3.32346 -0.90478
H38 -3.66940 -2.99307 0.37346
H39 -3.05688 -5.95732 -0.12077
H40 -3.90365 -5.30154 1.27211
H41 -2.18739 -4.91487 1.02593
H42 -4.70522 -4.84910 -1.50833

Its charge is 0.

Results of the Löwdin charge analysis, in e, for atoms 1 through 5:
1 O 0.089
2 C -0.345
3 F 0.047
4 N 0.094
5 C -0.375

=====

C4H5F2N | ωB97M-V/def2-TZVPD

CARTESIAN COORDINATES (ANGSTROEM)
C1 -1.67710 -1.37416 -1.58123
C2 -1.08805 -0.40589 -1.14150
C3 -0.00380 0.60309 0.90044
C4 1.38653 0.03404 0.78814
N1 -0.73562 0.70368 -0.56354
F1 2.09483 0.82072 -0.02273
F2 1.33910 -1.27139 0.32332
H1 -1.93192 -2.20110 -2.19347
H2 -0.82042 0.08608 1.53952
H3 -0.08112 1.60103 1.32111
H4 1.86506 0.08586 1.90646
H5 -0.34748 1.31802 -1.27652

Its charge is 0.

Results of the natural (NBO) charge analysis, in e, for atoms 1 through 5:
1 C -0.345
2 C 0.145
3 C -0.285
4 C 0.550
5 N -0.639

=====

Number 1: molar mass 78.12 g/mol, electronic energy -568.73851 hartree. Number 2: molar mass 208.14 g/mol, electronic energy -1144.84062 hartree. Number 3: molar mass 467.72 g/mol, electronic energy -2659.50439 hartree. Number 4: molar mass 438.04 g/mol, electronic energy -1756.04644 hartree. Number 5: molar mass 496.69 g/mol, electronic energy -2234.63737 hartree. Number 6: molar mass 105.09 g/mol, electronic energy -409.78770 hartree.